No. 1
This record from OMol25 describes a structure of composition C41H32GeInO2P. The level of theory is the ωB97M-V functional and the def2-TZVPD basis.

The LUMO energy (alpha / beta) comes out at 4.10 / 4.10 eV. As for the total charge: -2. As for the total energy: -4340.29767 hartree. As for the largest force on an atom: 0.0126 hartree/bohr.

The geometry in XYZ format:
```
78
C41H32GeInO2P the ωB97M-V functional and the def2-TZVPD basis
In 0.3480 0.8862 0.6275
O -3.1196 -1.8857 -2.1414
C -2.0058 -1.4733 -1.7691
O -1.7398 -0.5598 -0.9492
C -0.7817 -2.0799 -2.4971
P 0.7658 -1.5385 -1.7006
C 0.8673 -2.6232 -0.2218
C -0.2267 -3.3221 0.2813
C -0.1065 -4.0737 1.4446
C 1.1050 -4.1381 2.1164
C 2.2001 -3.4358 1.6270
C 2.0773 -2.6769 0.4736
C 2.0095 -2.3723 -2.7951
C 2.5189 -1.6147 -3.8493
C 3.4113 -2.1617 -4.7632
C 3.8241 -3.4788 -4.6267
C 3.3359 -4.2430 -3.5749
C 2.4355 -3.6933 -2.6708
H -0.7675 -1.6717 -3.5125
H -0.8738 -3.1652 -2.5821
H -1.1896 -3.2603 -0.2094
H -0.9742 -4.5931 1.8327
H 1.1924 -4.7143 3.0301
H 3.1456 -3.4545 2.1558
H 2.9230 -2.0973 0.1208
H 2.2189 -0.5767 -3.9450
H 3.7934 -1.5517 -5.5734
H 4.5276 -3.9071 -5.3313
H 3.6548 -5.2722 -3.4571
H 2.0617 -4.3001 -1.8544
C 2.4570 0.8356 0.1424
C 3.6320 1.1511 0.1829
C 5.0303 1.4754 0.2024
C 5.7579 1.4376 1.3956
C 7.1100 1.7465 1.4125
C 7.7634 2.1000 0.2387
C 7.0509 2.1436 -0.9526
C 5.6991 1.8364 -0.9717
H 5.2400 1.1667 2.3063
H 7.6545 1.7126 2.3485
H 8.8194 2.3418 0.2532
H 7.5490 2.4200 -1.8742
H 5.1360 1.8696 -1.8951
C -0.6263 2.1622 1.7551
Ge -2.4498 2.0960 1.2181
C -3.5677 0.5834 1.8403
C -3.4804 0.3438 3.2189
C -4.1630 -0.7008 3.8256
C -4.9476 -1.5551 3.0588
C -5.0370 -1.3478 1.6906
C -4.3581 -0.2883 1.0939
C -3.3312 3.5954 2.2087
C -2.5770 4.3838 3.0765
C -3.1592 5.4320 3.7862
C -4.5112 5.7098 3.6383
C -5.2801 4.9337 2.7776
C -4.6886 3.8906 2.0741
C -2.8648 2.6052 -0.6607
C -3.3080 1.7629 -1.6828
C -3.4618 2.2244 -2.9883
C -3.1758 3.5442 -3.3050
C -2.7211 4.3979 -2.3062
C -2.5634 3.9280 -1.0101
H -2.8444 0.9825 3.8243
H -4.0708 -0.8595 4.8952
H -5.4662 -2.3881 3.5221
H -5.6089 -2.0291 1.0709
H -4.4319 -0.1858 0.0221
H -1.5201 4.1578 3.1870
H -2.5537 6.0337 4.4568
H -4.9667 6.5254 4.1904
H -6.3383 5.1406 2.6555
H -5.2994 3.2898 1.4061
H -3.4801 0.7137 -1.4894
H -3.7905 1.5383 -3.7612
H -3.2900 3.9025 -4.3228
H -2.4776 5.4290 -2.5418
H -2.1873 4.6028 -0.2474
```

No. 2
This record from OMol25 describes a structure of composition C29H54HfP2Si in a non-equilibrium geometry. The level of theory is the ωB97M-V functional and the def2-TZVPD basis.

The LUMO energy (alpha / beta) comes out at -8.97 / -8.97 eV. As for the total charge: +2. As for the total energy: -2156.85251 hartree. As for the largest force on an atom: 0.2064 hartree/bohr.

The geometry in XYZ format:
```
87
C29H54HfP2Si the ωB97M-V functional and the def2-TZVPD basis
Hf -0.7190 -0.3483 -1.3459
C -0.3724 -2.8080 -1.0038
C -0.1748 -2.5222 -2.4086
C 1.7990 -2.0311 -1.2792
C 0.8811 -2.5621 -0.3436
C 1.1557 -1.9668 -2.5472
C -1.5273 -3.5281 -0.3933
H -2.4071 -3.5256 -1.0459
H -1.8176 -3.0620 0.5582
H -1.2651 -4.5751 -0.1850
C 1.1588 -2.7612 1.0880
H 0.4140 -3.4106 1.5603
H 1.1375 -1.7860 1.5901
H 2.1592 -3.1864 1.2414
C 3.1556 -1.5407 -0.9412
H 3.6474 -2.1981 -0.2128
H 3.0840 -0.5421 -0.4824
H 3.7970 -1.4706 -1.8252
C 1.7720 -1.4553 -3.7947
H 1.4765 -2.0582 -4.6617
H 2.8636 -1.4744 -3.7088
H 1.4751 -0.4138 -3.9947
C -1.0196 -3.0870 -3.5002
H -0.6995 -4.1096 -3.7462
H -0.9555 -2.4978 -4.4180
H -2.0691 -3.1514 -3.2009
C -2.2604 0.8861 -0.4031
C -2.8235 -0.3623 -0.8618
C -3.6539 -0.3836 -2.1309
C -2.8894 -0.0779 -3.4644
C -1.3782 0.0703 -3.4061
C -0.7430 1.2380 -2.8518
C -1.6040 2.4224 -2.4439
C -2.4528 2.2002 -1.1611
H -4.4891 0.3326 -2.0293
H -3.3725 0.7883 -3.9476
H -4.1452 -1.3687 -2.2334
H -3.5190 2.3442 -1.4193
H -2.0884 1.0162 0.6774
H -3.0962 -1.0934 -0.0895
H -2.2205 3.0185 -0.4590
H -0.9622 3.3085 -2.3151
H 0.2543 1.5166 -3.2165
H -2.2847 2.6835 -3.2739
H -3.1093 -0.9149 -4.1495
H -0.8746 -0.3754 -4.2710
P -3.0006 -0.8113 3.0855
C -2.3145 -1.9693 4.3490
H -2.1927 -1.4759 5.3231
H -1.3436 -2.3607 4.0169
H -3.0174 -2.8051 4.4535
C -2.0142 0.6923 3.4995
H -1.5847 0.6279 4.5098
H -2.6474 1.5889 3.4267
H -1.1972 0.7718 2.7662
C -4.5608 -0.3926 3.9807
H -5.0735 0.4146 3.4465
H -4.3608 -0.0852 5.0127
H -5.2027 -1.2812 3.9830
P 2.2079 2.7760 -1.2581
C 2.7918 3.4513 -2.8541
H 2.9545 4.5340 -2.8009
H 2.0420 3.2240 -3.6223
H 3.7189 2.9305 -3.1202
C 1.2134 4.1614 -0.5806
H 0.9964 4.9016 -1.3636
H 1.7584 4.6192 0.2581
H 0.2670 3.7408 -0.2038
C 3.7027 2.8661 -0.2209
H 3.7759 3.8546 0.2490
H 4.5788 2.6538 -0.8475
H 3.6217 2.0903 0.5528
C 2.1620 2.0605 3.7555
Si 2.2898 0.4664 2.7749
C 4.0747 -0.1026 2.6081
C 1.4419 -0.8169 3.8844
C 1.4526 0.7121 1.1196
C 0.6731 0.5619 0.1361
H 2.6818 1.9262 4.7180
H 1.0991 2.2753 3.9500
H 2.6003 2.9221 3.2352
H 4.4997 -0.1431 3.6233
H 4.1473 -1.1117 2.1713
H 4.6929 0.5781 2.0078
H 0.4133 -0.5134 4.1196
H 1.4065 -1.8356 3.4777
H 2.0085 -0.8740 4.8284
```

No. 3
This record from OMol25 describes the molecule C19H21NO5S. The level of theory is the ωB97M-V functional and the def2-TZVPD basis.

The LUMO energy comes out at 0.06 eV. As for the SMILES: COc1ccc([C@H](OC(=O)c2cccs2)C(=O)NC[C@@H]2CCCO2)cc1. As for the total charge: 0. As for the total energy: -1565.76899 hartree. As for the largest force on an atom: 0.0150 hartree/bohr. For the energy above the lowest of the compared OMol25 structures with the same formula, charge and spin, the calculation gives 0.00 kJ/mol.

The geometry in XYZ format:
```
47
C19H21NO5S the ωB97M-V functional and the def2-TZVPD basis
C -6.1279 -0.5907 -2.1019
O -5.8392 -0.9193 -0.7651
C -4.6063 -0.6228 -0.2720
C -4.3846 -0.9695 1.0633
C -3.1746 -0.7064 1.6638
C -2.1521 -0.0950 0.9452
C -0.8191 0.1522 1.6096
O -0.0666 1.1684 0.9487
C -0.1892 2.4316 1.3975
O -0.8949 2.7725 2.3109
C 0.6704 3.3226 0.6237
C 0.8235 4.6755 0.7670
C 1.7443 5.2153 -0.1490
C 2.2763 4.2703 -0.9721
S 1.6668 2.7018 -0.6495
C -0.0218 -1.1651 1.5607
O -0.1516 -2.0236 2.4015
N 0.7512 -1.2648 0.4639
C 1.6779 -2.3468 0.2497
C 3.1199 -1.9690 0.6565
C 3.7302 -0.8945 -0.2508
C 4.2761 -1.7262 -1.4133
C 4.5530 -3.0938 -0.7651
O 3.9829 -3.0784 0.5345
C -2.3653 0.2351 -0.3822
C -3.5839 -0.0161 -0.9914
H -6.0533 0.4876 -2.2766
H -5.4680 -1.1188 -2.7980
H -7.1552 -0.9109 -2.2686
H -5.1859 -1.4423 1.6081
H -3.0093 -0.9808 2.6939
H -0.9720 0.4362 2.6574
H 0.2875 5.2411 1.5068
H 2.0016 6.2579 -0.1956
H 2.9964 4.4042 -1.7550
H 0.8320 -0.4501 -0.1248
H 1.3536 -3.1860 0.8687
H 1.6498 -2.6429 -0.8017
H 3.1141 -1.6792 1.7121
H 4.5459 -0.3988 0.2757
H 3.0113 -0.1416 -0.5664
H 3.5323 -1.8195 -2.2044
H 5.1770 -1.2934 -1.8421
H 5.6237 -3.2847 -0.6453
H 4.1201 -3.9140 -1.3504
H -1.5795 0.7085 -0.9534
H -3.7174 0.2644 -2.0243
```